(1)
ORCA calculation (wB97M-V/def2-TZVPD) on a molecular structure, C10H18N9O2Sr.

Each line ends with the Mulliken charge.
Element x y z (Å)
Sr -0.1755 -1.3702 0.8586  2.125
C 0.6636 3.6839 -2.2512  -1.076
N -0.2110 2.7343 -1.5766  0.174
C -1.6382 3.0179 -1.5075  -1.163
C 0.2515 1.6290 -0.9349  0.222
N -0.4597 0.8572 -0.1821  -0.409
N 1.6047 1.3802 -1.1659  -0.069
C 2.4124 0.3345 -0.7264  0.382
N 3.6250 0.3419 -1.3457  -0.407
N 2.0550 -0.4919 0.1883  -0.441
H 1.0793 3.2764 -3.1778  0.339
H 1.4685 4.0233 -1.5966  0.416
H 0.0797 4.5578 -2.5211  0.324
H -1.8742 3.8012 -2.2211  0.309
H -1.9423 3.3547 -0.5128  0.371
H -2.2216 2.1384 -1.7835  0.436
H -1.4074 1.2141 -0.1303  -0.046
H 2.0380 1.9818 -1.8419  0.101
H 3.7809 0.8750 -2.1816  0.167
H 4.2780 -0.3973 -1.1565  0.206
H 2.8070 -1.1637 0.3279  0.086
N -0.3535 -4.6080 -2.3096  -0.391
C -0.7351 -3.7315 -1.3716  1.053
O 0.1291 -2.9909 -0.8105  -0.861
C -2.1239 -3.6381 -1.0313  0.003
C -2.4775 -2.6588 -0.0910  0.467
N -2.5765 -1.8067 0.6944  -0.919
C -3.0903 -4.4772 -1.6386  -0.099
N -3.7992 -5.2003 -2.1896  -0.468
H 0.6304 -4.7105 -2.4844  0.246
H -1.0033 -5.2407 -2.7451  0.203
C -0.1967 1.3355 3.8589  -0.823
C -0.0024 -0.1328 4.0919  0.599
N 0.0258 -0.5762 5.3463  -0.373
O 0.1077 -0.9155 3.1354  -0.901
H 0.0380 1.9442 4.7297  0.365
H -1.2437 1.4976 3.5958  0.254
H 0.4171 1.6444 3.0158  0.157
H -0.0714 0.0522 6.1243  0.201
H 0.1116 -1.5652 5.5177  0.242

Its gap between HOMO and LUMO is 0.29480 Eh. Its net charge is +1. The relative energy (zero: lowest compared OMol25 entry of this formula, charge and spin) is 8.9 kcal per mole. The HOMO energy comes out at -0.3830 Ha. For the total energy, the calculation gives -29003.210 eV.

(2)
ORCA calculation (wB97M-V/def2-TZVPD) on a molecular structure, C19H13CrN2O11.

Each line ends with the Mulliken charge.
Element x y z (Å)
Cr 0.8706 0.7640 -0.9353  0.495
O -1.2340 -1.0741 -3.7667  -0.595
C -1.0809 -0.0203 -2.8618  0.844
O 0.2206 0.1461 -2.5498  -0.533
C -1.6852 1.2501 -3.5192  -0.961
O -0.9826 2.4221 -3.1797  -0.433
C -1.5935 3.2784 -2.2435  -0.259
C -1.2367 3.0084 -0.7860  0.376
O -1.6506 3.7362 0.0827  -0.638
O -0.5130 1.9384 -0.5621  -0.520
H -0.4336 -1.6074 -3.6839  0.419
H -2.7453 1.3396 -3.2901  0.418
H -1.5739 1.0926 -4.5909  0.383
H -2.6844 3.2658 -2.3265  0.299
H -1.2586 4.2911 -2.4671  0.328
O 2.3984 -0.4977 -1.2027  -0.382
C 3.2949 -0.8643 -0.4374  -0.060
C 3.5773 -0.2811 0.8342  0.472
C 4.6190 -0.8064 1.6122  -0.471
C 4.9150 -0.2180 2.8059  -0.314
C 4.2087 0.9046 3.2656  -0.413
C 3.1922 1.4298 2.5172  -0.713
C 2.8396 0.8464 1.2758  0.607
O 1.8774 1.3569 0.5812  -0.411
N 6.0069 -0.7663 3.6227  1.008
O 6.3194 -0.1531 4.6233  -0.617
O 6.5471 -1.7829 3.2332  -0.619
H 3.9305 -1.6923 -0.7716  0.398
H 5.1851 -1.6666 1.2793  0.495
H 4.4840 1.3374 4.2170  0.490
H 2.6288 2.2903 2.8506  0.489
O -0.1338 -0.7722 -0.0945  -0.675
C -1.3239 -0.8289 -0.4337  0.593
N -1.8644 -0.4205 -1.6141  0.569
C -3.2594 -0.7113 -1.6413  0.319
O -3.9949 -0.5016 -2.5602  -0.587
C -3.5828 -1.3043 -0.3103  0.000
C -4.7806 -1.7487 0.2024  -0.573
C -4.7557 -2.2822 1.4886  -0.462
C -3.5710 -2.3581 2.2184  -0.643
C -2.3671 -1.9033 1.6866  -0.299
C -2.4107 -1.3804 0.4123  0.315
H -5.6948 -1.6842 -0.3721  0.506
H -5.6733 -2.6445 1.9328  0.408
H -3.5900 -2.7774 3.2154  0.407
H -1.4409 -1.9498 2.2433  0.538

Its gap between HOMO and LUMO (spin up / spin down) is 0.29656 / 0.29000 Eh. Its net charge is 0. Its spin multiplicity is 2. The relative energy (zero: lowest compared OMol25 entry of this formula, charge and spin) is 16.8 kcal per mole. The HOMO energy (spin up / spin down) comes out at -0.3386 / -0.3314 Ha. For the total energy, the calculation gives -73836.564 eV.

(3)
ORCA calculation (wB97M-V/def2-TZVPD) on a molecular structure, C19H45BBaNO22P4 in a non-equilibrium geometry.

Each line ends with the Mulliken charge.
Element x y z (Å)
Ba -0.4491 0.2179 -0.7113  0.646
B 1.3919 0.7501 -2.7347  3.050
H 0.6878 0.0448 -3.2558  -0.709
H 0.8638 1.6969 -2.4312  -0.753
H 1.8432 0.3176 -1.7954  -0.676
H 2.3088 1.0839 -3.3698  -0.271
C -3.9319 -0.2749 2.7706  -0.891
C -3.1806 -0.2916 1.6191  0.483
C -3.1559 -1.5350 0.7647  0.118
O -2.6124 -1.5287 -0.4076  -0.708
C -3.6499 -2.7367 1.2215  -0.648
C -4.2735 -2.8361 2.5344  0.317
C -4.4747 -1.4854 3.2935  0.473
O -4.9981 -1.5673 4.4127  -0.717
O -4.5620 -3.9155 3.0341  -0.727
O -2.5702 0.8226 1.3341  -0.684
H -3.9940 0.5699 3.4414  0.405
H -3.5636 -3.6883 0.7144  0.529
C 0.0270 -1.7237 -4.8915  -0.667
N -1.3212 -1.5780 -4.3144  0.645
O -1.3908 -1.1427 -3.1832  -0.185
O -2.2849 -1.7974 -5.0179  -0.581
H 0.4531 -0.7410 -5.0586  0.193
H 0.1040 -2.3766 -5.7583  0.336
H 0.6738 -2.2097 -4.1609  0.055
C 3.5900 -1.0096 0.5772  -0.197
O 3.3490 -0.7575 1.9638  -0.365
P 1.8716 -0.9982 2.5282  -0.617
O 0.7813 -0.4957 1.7198  1.569
O 2.0540 -0.3446 3.9735  -0.289
C 1.0405 -0.4730 4.9726  -0.858
O 1.7791 -2.6121 2.7407  0.065
C 2.9602 -3.2414 3.2233  -0.890
H 4.4585 -0.4599 0.2177  0.298
H 2.7294 -0.7178 -0.0197  -0.081
H 3.8245 -2.0612 0.4056  0.147
H 0.6754 0.4821 5.3386  0.250
H 1.5104 -1.0445 5.7765  0.304
H 0.1757 -1.0750 4.6835  0.376
H 3.6906 -2.5708 3.6743  0.380
H 3.4388 -3.8333 2.4405  0.119
H 2.6920 -3.9551 4.0070  0.307
C -1.3405 2.1064 -5.2552  -0.621
O -1.0704 3.1545 -4.3432  -0.319
P -1.7145 3.3667 -2.9095  -0.086
O -1.7477 2.1980 -2.0253  0.069
O -0.9130 4.6428 -2.4015  -0.278
C 0.4934 4.6000 -2.1965  -0.160
O -3.1639 4.0034 -3.1950  -0.301
C -3.5477 5.2515 -2.6162  -0.626
H -0.6182 1.2933 -5.1836  0.052
H -1.1683 2.5665 -6.2352  0.320
H -2.3803 1.7810 -5.2177  0.344
H 0.9727 5.3219 -2.8644  0.280
H 0.9772 3.6451 -2.4050  -0.130
H 0.7055 4.8894 -1.1678  -0.023
H -3.0597 6.0121 -3.2314  0.285
H -3.1991 5.3915 -1.5941  0.232
H -4.6181 5.4379 -2.6302  0.268
C -0.7794 2.2517 3.1293  -0.692
O 0.5431 2.8206 3.1709  -0.255
P 1.1485 3.2661 1.7513  -0.226
O 0.9703 2.3527 0.6205  0.764
O 0.3620 4.6317 1.4645  -0.194
C 0.3089 5.7368 2.3281  -0.803
O 2.6299 3.6758 2.1249  -0.368
C 3.5322 2.7020 2.6321  -0.318
H -1.4019 2.6635 2.3351  0.382
H -1.3043 2.4094 4.0718  0.397
H -0.7001 1.1751 2.9797  0.053
H 1.1710 5.7720 3.0059  0.317
H -0.4886 5.6541 3.0809  0.269
H 0.1489 6.6306 1.7312  0.232
H 3.8620 2.9807 3.6343  0.282
H 4.4526 2.6977 2.0454  0.286
H 3.1486 1.6848 2.6482  -0.084
C 3.1121 -5.0801 -1.0871  -0.872
O 2.4751 -3.8040 -1.2054  -0.330
P 0.9142 -3.5322 -1.0327  -1.166
O 0.5581 -2.1241 -0.9283  1.940
O 0.5831 -4.4766 0.2014  -0.287
C -0.4617 -4.1981 1.1445  -0.284
O 0.2549 -4.2788 -2.2825  -0.407
C -1.1768 -4.4146 -2.3773  -0.205
H 3.7767 -5.0058 -0.2225  0.231
H 3.6013 -5.2626 -2.0372  0.272
H 2.4140 -5.8552 -0.7660  0.363
H -0.1197 -4.5850 2.1029  0.295
H -1.4233 -4.6437 0.8886  0.316
H -0.6171 -3.1199 1.2199  -0.141
H -1.5448 -5.4332 -2.2534  0.280
H -1.4992 -4.0436 -3.3461  0.207
H -1.6194 -3.8173 -1.5743  -0.112

Its gap between HOMO and LUMO is 0.19224 Eh. Its net charge is -1. The relative energy (zero: lowest compared OMol25 entry of this formula, charge and spin) is 36.8 kcal per mole. The HOMO energy comes out at -0.1222 Ha. For the total energy, the calculation gives -105502.710 eV.

(4)
ORCA calculation (wB97M-V/def2-TZVPD) on C6H9N in the gas phase in a non-equilibrium geometry.

Each line ends with the Mulliken charge.
Element x y z (Å)
C 0.4532 0.0692 1.8703  -0.953
C 0.6277 -1.0694 0.7996  -0.560
C -0.3444 -0.8068 -0.3735  -0.192
C -0.0828 -0.5907 -1.8228  -0.494
C -0.5930 0.6296 -1.1360  0.417
C -0.5888 2.0891 -0.8742  -0.293
N -1.7691 1.5442 -0.9862  -0.510
H 0.8832 1.0245 1.4752  0.235
H 0.9849 -0.3896 2.7625  0.336
H -0.6306 0.3733 2.1030  0.274
H 0.5528 -2.0786 1.2739  0.350
H 1.7520 -1.0193 0.4762  0.217
H -1.4146 -1.1413 -0.2102  0.299
H 0.9894 -0.5650 -2.1147  0.203
H -0.6108 -1.0160 -2.7222  0.245
H -0.2090 2.9467 -0.5209  0.428

Its gap between HOMO and LUMO is 0.35451 Eh. Its net charge is 0. The relative energy (zero: lowest compared OMol25 entry of this formula, charge and spin) is 112.7 kcal per mole. The HOMO energy comes out at -0.3160 Ha. Its SMILES is CC[C@@H]1C[C@]12C=N2. For the total energy, the calculation gives -7853.272 eV.